Computed, not measured: a structure of composition C26H28BrIN9O3RuS, with ωB97M-V/def2-TZVPD.

Calculated values
- HOMO-LUMO gap (alpha / beta): 0.2362 / 0.1149 Eh
- Energy relative to the best compared isomer or geometry (same formula, charge and spin): 6.3 kJ/mol
- E_tot: -5089.96034 hartree
- Molecular weight: 854.52 g mol⁻¹
- <S²>: 6.02
- 2S+1: 5
- Net charge: +3

Geometry as XYZ:
```
70
C26H28BrIN9O3RuS ωB97M-V/def2-TZVPD
Ru 0.354 -0.185 0.693
N -3.405 -0.718 2.809
C -4.409 0.263 2.615
C -5.587 0.186 3.336
C -6.564 1.153 3.153
C -6.356 2.204 2.268
C -5.170 2.289 1.555
C -4.201 1.309 1.719
S -2.744 1.369 0.744
N -1.722 0.281 1.531
C -2.145 -0.617 2.367
C -1.135 -1.602 2.864
C -1.394 -2.488 3.892
C -0.413 -3.393 4.285
C 0.808 -3.381 3.639
C 1.008 -2.458 2.628
N 0.072 -1.585 2.252
H -3.662 -1.501 3.387
H -5.746 -0.627 4.035
H -7.490 1.087 3.708
H -7.119 2.958 2.132
H -5.006 3.106 0.864
H -2.340 -2.488 4.414
H -0.610 -4.092 5.087
H 1.597 -4.069 3.906
H 1.946 -2.409 2.095
Br 0.585 3.410 -0.065
C 0.015 2.223 -1.401
C -0.375 2.752 -2.625
C -0.853 1.899 -3.602
C -0.935 0.538 -3.327
C -0.524 0.099 -2.092
N -0.030 0.917 -1.134
C -0.616 -1.350 -1.715
O -0.915 -2.212 -2.479
O -0.290 -1.580 -0.429
H -0.310 3.818 -2.787
H -1.170 2.291 -4.559
H -1.319 -0.183 -4.036
C 3.577 -1.914 0.017
N 2.801 -0.791 -0.566
C 3.669 0.416 -0.572
N 4.920 0.207 -1.282
C 5.642 -0.917 -0.674
N 4.813 -2.127 -0.714
C 4.559 -2.550 -2.095
N 3.833 -1.406 -2.647
C 2.560 -1.184 -1.980
C 4.639 -0.180 -2.668
H 2.972 -2.822 -0.018
H 3.828 -1.670 1.052
H 3.883 0.682 0.463
H 3.118 1.236 -1.036
H 5.875 -0.685 0.366
H 6.571 -1.094 -1.212
H 3.945 -3.448 -2.122
H 5.493 -2.708 -2.628
H 1.962 -2.095 -2.011
H 2.038 -0.378 -2.496
H 4.078 0.607 -3.172
H 5.569 -0.362 -3.204
N 2.504 2.665 2.980
C 1.599 1.716 2.886
O 1.543 1.026 1.824
C 0.692 1.481 4.045
I -0.963 2.826 3.931
H 3.102 2.880 2.194
H 2.587 3.233 3.810
H 1.193 1.674 4.990
H 0.310 0.467 4.026
```